[1]
{
  "formula": "C5H14",
  "method": "the ωB97M-V functional and the def2-TZVPD basis",
  "e_homo_ev": -11.3,
  "homo_lumo_gap_ev": 12.44,
  "total_energy_ev": -5411.6150,
  "e_above_lowest_kj_mol": 41.93,
  "elements": ["C", "C", "C", "H", "H", "H", "H", "H", "H", "H", "H", "C", "C", "H", "H", "H", "H", "H", "H"],
  "coordinates": [[0.54529, 2.17439, -0.75430], [-0.27355, 0.88442, -0.61335], [-1.29300, 0.92741, -1.75974], [-0.21194, 2.95751, -0.65341], [1.04126, 2.38590, -1.69782], [1.23936, 2.23077, 0.08837], [0.24535, -0.06449, -0.61460], [-0.68022, 1.04744, 0.38926], [-0.70981, 1.08658, -2.67256], [-1.83629, -0.01346, -1.93746], [-2.10410, 1.64998, -1.67446], [0.93088, -2.20096, 0.94158], [0.04347, -1.61928, 2.03043], [0.39583, -2.86820, 0.26338], [1.33086, -1.37492, 0.35509], [1.82094, -2.74293, 1.26454], [-0.81459, -1.06974, 1.64723], [-0.33045, -2.38764, 2.70613], [0.66071, -1.00278, 2.69169]],
  "atomic_forces_ev_per_a": [[-0.052, -0.119, 0.673], [-0.596, 1.267, -0.463], [-0.350, -1.254, -0.195], [0.298, 0.240, 0.169], [0.211, -0.471, -0.122], [0.157, 0.352, -0.246], [0.405, 0.107, -0.142], [-0.544, -0.645, -0.156], [-0.319, 0.246, -0.044], [0.300, -0.023, 0.287], [0.399, 0.450, 0.140], [0.110, 0.204, -0.585], [0.567, -0.562, 0.795], [-0.087, 0.083, 0.008], [-0.001, -0.076, -0.212], [-0.218, -0.048, 0.505], [0.181, 0.108, -0.053], [-0.203, -0.220, -0.139], [-0.258, 0.361, -0.220]]
}



[2]
{
  "formula": "C5H14",
  "method": "the ωB97M-V functional and the def2-TZVPD basis",
  "e_homo_ev": -11.1,
  "homo_lumo_gap_ev": 12.20,
  "total_energy_ev": -5411.1770,
  "e_above_lowest_kj_mol": 84.20,
  "elements": ["C", "C", "C", "H", "H", "H", "H", "H", "H", "H", "H", "C", "C", "H", "H", "H", "H", "H", "H"],
  "coordinates": [[1.31936, -0.24248, -1.57104], [0.09217, 0.55342, -2.00991], [-1.18124, -0.29168, -1.70274], [2.21375, 0.03720, -2.14088], [1.58490, -0.13956, -0.51273], [1.27620, -1.33594, -1.54012], [0.04934, 0.63454, -3.09078], [0.14934, 1.60553, -1.72853], [-1.87571, -0.08535, -2.52393], [-1.78027, -0.25427, -0.80034], [-0.99286, -1.36749, -1.79080], [0.17305, 0.34815, 1.76149], [-0.26915, -0.11562, 3.13287], [1.07201, 0.92522, 1.55579], [0.27600, -0.52414, 1.09623], [-0.68068, 0.91282, 1.37753], [0.37863, -0.60580, 3.85169], [-1.09793, -0.79895, 2.96519], [-0.70692, 0.74441, 3.67102]],
  "atomic_forces_ev_per_a": [[1.346, 0.165, 0.700], [-0.371, -1.665, 0.159], [-0.733, 0.116, -0.964], [-0.104, -0.070, 0.102], [-0.114, 0.857, -0.107], [-0.638, 0.029, -1.017], [0.438, -0.211, -0.333], [-0.351, -0.199, 0.738], [-0.261, -0.023, 0.233], [0.391, 0.796, 0.530], [0.475, 0.201, -0.185], [-0.240, -0.867, -1.048], [-0.764, 0.856, 0.779], [0.112, 0.210, 0.822], [-0.110, 0.207, 0.200], [0.220, 0.080, -0.264], [0.664, -0.036, -0.391], [-0.147, -0.127, 0.091], [0.187, -0.321, -0.044]]
}



[3]
{
  "formula": "C5H14",
  "method": "the ωB97M-V functional and the def2-TZVPD basis",
  "e_homo_ev": -11.2,
  "homo_lumo_gap_ev": 12.34,
  "total_energy_ev": -5410.7904,
  "e_above_lowest_kj_mol": 121.49,
  "elements": ["C", "C", "C", "H", "H", "H", "H", "H", "H", "H", "H", "C", "C", "H", "H", "H", "H", "H", "H"],
  "coordinates": [[-0.32887, 0.17851, -1.74898], [-0.94273, 1.58905, -1.66249], [-0.17175, 2.48137, -0.62395], [-0.69028, -0.38692, -2.53145], [-0.60221, -0.35893, -0.81252], [0.84029, 0.24098, -1.83970], [-0.86857, 2.10650, -2.58819], [-2.03745, 1.55932, -1.43205], [0.86480, 2.81915, -1.05350], [-0.80948, 3.31132, -0.47437], [0.21599, 2.09392, 0.37855], [0.91200, -1.37714, 2.03458], [0.13102, -2.52500, 1.47034], [0.87581, -1.40412, 3.16052], [1.96506, -1.54580, 1.75846], [0.58013, -0.33481, 1.97998], [0.09157, -2.42867, 0.43954], [-0.73452, -2.53676, 2.06618], [0.70919, -3.48199, 1.47904]],
  "atomic_forces_ev_per_a": [[1.971, 1.365, 2.246], [0.590, -0.588, 1.727], [2.456, -0.717, -0.478], [-0.780, -1.161, -1.883], [0.514, 0.244, -0.521], [-2.181, -0.141, 0.242], [0.110, 0.383, -0.951], [0.877, -0.156, 0.063], [-2.038, -0.322, 0.289], [-0.197, 1.264, 0.502], [-1.319, -0.178, -1.223], [1.659, 0.056, 2.452], [1.775, -0.446, 0.792], [0.368, -0.611, -0.738], [-0.210, 0.896, 0.100], [-0.131, -0.264, -1.332], [-1.318, 0.578, -2.100], [-1.713, -0.814, -0.178], [-0.433, 0.612, 0.991]]
}